(1)
{
  "formula": "C13H19B2F8N6O4V",
  "method": "wB97M-V/def2-TZVPD",
  "e_lumo_ha": [0.035, 0.061],
  "spin_multiplicity": 2,
  "charge": -1,
  "fmax_ev_per_a": 5.653,
  "s2": 0.792,
  "relative_energy_kj_mol": 0.0,
  "gap_ev": [8.12, 8.83],
  "molar_mass_g_mol": 547.89,
  "species": ["O", "V", "B", "F", "F", "F", "F", "B", "F", "F", "F", "F", "O", "C", "O", "O", "H", "C", "C", "N", "H", "H", "H", "C", "C", "N", "H", "H", "H", "C", "C", "N", "H", "H", "H", "C", "C", "N", "H", "H", "H", "C", "C", "N", "H", "H", "H", "C", "C", "N", "H", "H", "H"],
  "coordinates": [[-1.892, -0.684, 1.889], [-1.014, 0.504, 2.454], [-3.426, 1.605, 3.141], [-2.429, 1.177, 4.052], [-4.124, 2.733, 3.503], [-2.640, 1.951, 1.989], [-4.224, 0.513, 2.835], [0.429, 0.413, 0.164], [-0.218, -0.570, -0.552], [1.503, 1.002, -0.471], [-0.547, 1.415, 0.498], [0.782, -0.128, 1.427], [0.402, -2.423, 5.112], [0.693, -1.143, 4.763], [-0.169, -0.603, 3.970], [1.699, -0.608, 5.186], [-0.461, -2.590, 4.703], [-3.372, 0.181, -1.568], [-4.701, 0.156, -2.161], [-5.749, 0.126, -2.627], [-2.936, 1.173, -1.515], [-2.712, -0.463, -2.148], [-3.401, -0.283, -0.579], [-0.277, 3.645, -2.286], [-1.297, 3.112, -3.185], [-2.127, 2.699, -3.860], [-0.471, 3.257, -1.289], [-0.285, 4.732, -2.344], [0.713, 3.322, -2.606], [-1.019, -3.109, -1.533], [-0.819, -3.392, -0.118], [-0.668, -3.610, 0.997], [-1.277, -4.049, -2.021], [-0.135, -2.646, -1.959], [-1.855, -2.429, -1.669], [3.843, 1.841, 1.737], [3.960, 1.747, 3.193], [4.091, 1.648, 4.328], [4.649, 2.434, 1.309], [2.903, 2.293, 1.433], [3.912, 0.823, 1.358], [1.812, 0.421, -3.466], [0.416, 0.060, -3.551], [-0.680, -0.272, -3.608], [2.454, -0.265, -2.920], [1.948, 1.416, -3.047], [2.230, 0.452, -4.478], [2.509, -2.542, -0.520], [3.231, -3.670, -1.118], [3.800, -4.550, -1.586], [1.603, -2.928, -0.057], [2.221, -1.922, -1.370], [3.122, -1.974, 0.171]],
  "forces_ev_per_a": [[1.753, 2.630, 0.919], [-1.443, -5.296, 1.349], [-1.928, 0.150, -0.548], [1.161, -0.115, 0.065], [0.293, -0.438, 0.399], [0.880, 0.115, -0.658], [0.061, 0.531, 0.188], [-0.246, -0.319, -1.117], [0.498, 0.249, -0.240], [-0.130, -0.223, 0.101], [0.027, 0.629, 0.280], [-0.040, 0.472, 0.689], [-0.561, 0.118, -0.176], [1.573, 0.852, 0.314], [-1.608, 1.416, -1.590], [-0.437, -0.448, -0.101], [0.173, -0.248, 0.038], [0.173, -0.826, 0.228], [0.072, 0.245, 0.032], [-0.065, -0.039, -0.032], [-0.146, 0.091, -0.033], [0.057, 0.271, -0.269], [-0.133, 0.324, 0.127], [0.036, -0.193, -0.342], [0.028, 0.073, 0.053], [-0.039, 0.035, -0.112], [0.089, 0.256, 0.120], [-0.129, 0.013, 0.303], [-0.040, -0.114, 0.029], [-0.356, -0.364, 0.092], [-0.138, 0.235, -0.076], [0.099, -0.127, 0.160], [0.212, 0.090, -0.195], [0.029, -0.091, -0.106], [0.029, 0.096, 0.093], [0.059, -0.229, 0.174], [0.097, 0.232, -0.043], [0.036, 0.122, -0.061], [0.098, -0.018, 0.139], [-0.098, -0.139, 0.061], [-0.142, 0.081, -0.254], [0.889, 0.536, -0.775], [-0.098, -0.423, 0.336], [0.003, -0.028, -0.109], [-0.413, -0.177, 0.270], [-0.131, -0.065, 0.157], [-0.147, 0.023, 0.014], [-0.131, -0.452, -0.870], [0.225, 0.068, 0.411], [-0.025, -0.002, -0.087], [0.093, 0.209, 0.282], [-0.120, 0.287, 0.267], [0.003, -0.076, 0.104]],
  "lowdin_spin": [-0.263, 1.177, 0.001, 0.002, 0.000, 0.027, -0.001, 0.001, 0.000, 0.000, 0.027, 0.002, 0.000, 0.002, 0.018, 0.007, 0.000, 0.000, 0.000, 0.000, 0.000, 0.000, 0.000, 0.000, 0.000, 0.000, 0.000, 0.000, 0.000, 0.000, 0.000, 0.000, 0.000, 0.000, 0.000, 0.000, 0.000, 0.000, 0.000, 0.000, 0.000, 0.000, 0.000, 0.000, 0.000, 0.000, 0.000, 0.000, 0.000, 0.000, 0.000, 0.000, 0.000]
}

=====

(2)
{
  "formula": "C13H19BN2O12Tl",
  "method": "wB97M-V/def2-TZVPD",
  "e_lumo_ha": -0.297,
  "spin_multiplicity": 1,
  "charge": 1,
  "fmax_ev_per_a": 15.496,
  "relative_energy_kj_mol": 1494.6,
  "gap_ev": 4.54,
  "molar_mass_g_mol": 610.49,
  "species": ["Tl", "N", "O", "O", "O", "O", "C", "O", "B", "O", "C", "O", "O", "C", "O", "C", "O", "O", "C", "C", "C", "C", "C", "C", "N", "O", "C", "C", "C", "H", "H", "H", "H", "H", "H", "H", "H", "H", "H", "H", "H", "H", "H", "H", "H", "H", "H", "H"],
  "coordinates": [[-7.677, -7.480, -2.210], [-6.835, -4.831, -1.212], [-7.158, -5.599, -2.099], [-7.487, -4.814, -0.153], [-5.791, -4.156, -1.274], [-8.238, -7.246, -4.068], [-7.355, -7.876, -4.711], [-6.878, -8.990, -4.310], [-5.582, -9.186, -5.168], [-5.795, -8.287, -6.291], [-6.622, -7.391, -5.933], [-6.835, -6.304, -6.506], [-4.423, -8.838, -4.332], [-3.704, -9.890, -4.197], [-2.831, -9.995, -3.356], [-4.170, -11.038, -5.149], [-5.295, -10.562, -5.676], [-3.670, -12.157, -5.270], [-11.989, -6.012, -3.640], [-10.653, -6.967, -3.734], [-10.657, -7.626, -5.137], [-10.191, -6.715, -6.219], [-8.801, -6.059, -5.864], [-8.694, -5.426, -4.426], [-9.317, -6.402, -3.466], [-9.264, -5.929, -2.268], [-7.227, -5.180, -4.130], [-9.480, -4.054, -4.485], [-10.833, -8.153, -2.726], [-12.805, -6.565, -3.174], [-12.404, -5.869, -4.638], [-11.863, -5.043, -3.159], [-10.145, -8.589, -5.155], [-11.696, -7.865, -5.361], [-10.852, -5.892, -6.490], [-10.090, -7.348, -7.100], [-8.814, -5.292, -6.638], [-8.121, -6.875, -6.110], [-7.081, -4.289, -3.520], [-6.638, -5.980, -3.683], [-6.667, -4.837, -5.000], [-9.334, -3.400, -3.626], [-9.103, -3.431, -5.296], [-10.536, -4.150, -4.740], [-11.729, -8.679, -3.055], [-10.978, -7.763, -1.719], [-10.000, -8.857, -2.721], [-9.996, -5.309, -2.309]],
  "forces_ev_per_a": [[4.839, -8.954, 11.685], [3.274, 3.594, 6.746], [2.497, 1.444, 1.284], [-0.910, -0.256, -0.989], [-1.315, -0.807, -1.436], [0.237, -6.217, -3.560], [1.387, -4.459, -0.476], [-1.130, 1.995, -0.585], [3.495, -3.057, -0.910], [0.321, -0.399, 0.676], [1.537, 4.659, -3.870], [6.598, -3.448, -0.031], [-3.623, 2.338, -1.170], [4.345, -3.198, 2.613], [-1.338, 0.063, -1.654], [1.925, -2.586, 0.995], [-1.981, 1.374, -0.036], [-1.804, 3.763, 0.052], [1.180, -0.419, -0.319], [-2.358, -3.167, -1.006], [-1.130, 0.514, 0.325], [0.817, 0.994, 0.279], [-5.824, -0.662, -0.617], [-1.325, 4.544, -4.243], [-5.873, 6.404, -6.189], [-1.881, 0.144, 3.095], [1.495, 3.187, -1.880], [0.314, -0.358, 0.174], [-0.157, 0.953, 0.079], [0.532, -0.206, 0.609], [0.623, 0.392, -0.172], [0.011, -0.071, 0.102], [0.273, 0.036, 0.223], [-0.114, -0.274, 0.349], [-0.651, -0.320, 0.250], [0.241, 0.375, -0.275], [1.047, 0.152, 0.381], [-4.229, 1.699, 0.522], [-0.197, -0.174, -0.136], [0.375, 0.953, -1.637], [-0.738, -0.307, -0.671], [-0.161, -0.270, 0.401], [0.443, -0.382, -0.126], [0.002, -0.224, 0.257], [0.099, -0.012, 0.154], [-0.118, -0.267, 0.079], [-0.042, -0.034, -0.131], [-1.010, 0.951, 0.791]],
  "lowdin_charge": [1.252, -0.516, -0.361, 0.055, 0.100, -0.208, -0.263, 0.281, -0.728, 0.364, -0.331, 0.122, 0.255, -0.391, 0.180, -0.320, 0.227, 0.172, 0.063, -0.345, -0.132, -0.120, -0.112, -0.324, -0.139, 0.036, -0.007, 0.044, -0.005, 0.104, 0.094, 0.088, 0.138, 0.141, 0.120, 0.137, 0.152, 0.051, 0.121, 0.094, 0.137, 0.106, 0.116, 0.081, 0.117, 0.104, 0.066, 0.181]
}

=====

(3)
{
  "formula": "C13H19BO",
  "method": "wB97M-V/def2-TZVPD",
  "e_lumo_ha": 0.023,
  "spin_multiplicity": 1,
  "fmax_ev_per_a": 5.475,
  "relative_energy_kj_mol": 295.5,
  "gap_ev": 8.59,
  "molar_mass_g_mol": 202.11,
  "species": ["B", "C", "C", "C", "C", "C", "C", "C", "C", "C", "C", "C", "C", "C", "O", "H", "H", "H", "H", "H", "H", "H", "H", "H", "H", "H", "H", "H", "H", "H", "H", "H", "H", "H"],
  "coordinates": [[-0.095, 0.124, -0.446], [-2.825, 1.541, -0.306], [-4.180, 1.193, -0.146], [-2.109, 0.402, -0.275], [-4.179, -0.177, -0.011], [2.683, -0.545, -1.021], [2.053, 0.572, 1.603], [1.972, 0.641, -1.726], [1.615, -1.653, -0.766], [1.349, 1.627, 0.746], [1.301, -0.774, 1.495], [0.952, 1.265, -0.704], [0.469, -1.117, 0.165], [-5.207, -1.256, -0.125], [-2.923, -0.680, -0.076], [-2.309, 2.542, -0.432], [-5.004, 1.761, -0.107], [3.420, -1.076, -1.663], [3.113, -0.385, -0.129], [3.066, 0.359, 1.403], [1.909, 0.997, 2.698], [2.814, 1.288, -2.030], [1.512, 0.312, -2.699], [1.275, -1.896, -1.680], [2.210, -2.429, -0.435], [0.301, 1.858, 1.093], [1.988, 2.496, 0.701], [1.844, -1.739, 1.649], [0.483, -0.765, 2.238], [0.671, 2.090, -1.255], [-0.320, -1.965, 0.541], [-5.292, -1.533, -1.134], [-5.092, -2.090, 0.620], [-6.139, -0.744, 0.175]],
  "forces_ev_per_a": [[-4.417, 1.855, 0.778], [1.552, 1.922, -0.295], [1.894, -3.279, 0.343], [5.070, -0.934, -0.478], [-0.133, -0.484, -0.415], [-2.629, -2.199, -4.269], [-2.754, 0.034, 2.167], [2.046, -0.661, 1.048], [0.151, 3.018, 1.555], [-0.246, 0.043, -0.971], [-2.245, -0.775, 0.634], [0.693, -2.649, -1.423], [0.887, -3.492, 1.434], [-0.971, 1.433, 2.860], [0.504, 0.991, -0.246], [-1.078, -1.325, 0.152], [-2.760, 2.083, 0.032], [-0.177, 0.706, 0.124], [1.741, 1.234, 2.545], [1.224, 0.727, -0.075], [0.733, -1.116, -1.955], [-0.633, 0.559, 0.151], [0.082, 0.179, 1.077], [-1.481, -1.156, -3.341], [0.447, -2.178, 1.421], [1.333, 0.194, 0.789], [-0.161, 0.671, 0.247], [0.168, 1.151, 0.289], [0.557, 0.019, 0.157], [-1.407, 2.199, -0.430], [1.876, 1.943, -1.296], [-0.096, -0.900, -1.223], [0.244, 0.651, -1.061], [-0.011, -0.464, -0.324]],
  "lowdin_charge": [-0.068, -0.098, -0.030, -0.119, -0.332, -0.169, -0.182, -0.124, -0.155, -0.139, -0.145, -0.228, -0.198, -0.015, 0.018, 0.127, 0.066, 0.127, 0.034, 0.075, 0.150, 0.110, 0.132, 0.068, 0.088, 0.135, 0.115, 0.125, 0.109, 0.096, 0.180, 0.062, 0.102, 0.085]
}